No. 1
{"formula": "C36H35BrO22P", "method": "ωB97M-V/def2-TZVPD", "homo_energy_ev": -10.91, "total_charge": 1, "multiplicity": 1, "e_lumo_ev": -3.87, "symbols": ["C", "C", "C", "C", "C", "P", "Br", "C", "O", "O", "H", "H", "H", "H", "H", "H", "H", "H", "H", "H", "H", "H", "H", "H", "H", "C", "C", "C", "O", "C", "C", "C", "O", "O", "O", "H", "H", "H", "H", "C", "C", "C", "O", "C", "C", "C", "O", "O", "O", "H", "H", "H", "H", "C", "C", "C", "O", "C", "C", "C", "O", "O", "O", "H", "H", "H", "H", "C", "C", "C", "O", "C", "C", "C", "O", "O", "O", "H", "H", "H", "H", "C", "C", "C", "O", "C", "C", "C", "O", "O", "O", "H", "H", "H", "H"], "coordinates": [[4.4848, -5.7539, 1.0096], [4.6717, -4.5608, 1.9528], [3.6403, -3.4094, 1.8444], [2.7338, -3.4261, 0.6097], [1.5416, -2.4655, 0.7536], [0.3522, -2.9807, 2.0070], [0.5502, -1.8079, 3.7820], [0.4290, -4.7605, 2.4133], [-0.4566, -5.4076, 1.5367], [0.3344, -5.8599, 0.4203], [4.8765, -5.5535, 0.0105], [3.4468, -6.0842, 0.9264], [5.0472, -6.6056, 1.3948], [5.6768, -4.1590, 1.8174], [4.6448, -4.9437, 2.9757], [3.0464, -3.3629, 2.7675], [4.1838, -2.4598, 1.8199], [3.2886, -3.0707, -0.2610], [2.3519, -4.4231, 0.3928], [0.9764, -2.4289, -0.1846], [1.8644, -1.4555, 1.0188], [-0.9502, -2.7743, 1.5544], [0.1377, -4.9254, 3.4522], [1.4517, -5.1184, 2.2776], [-0.1023, -5.4166, -0.3346], [-0.6486, -2.0887, -4.8830], [-0.0744, -3.0157, -4.1049], [-0.6327, -3.3892, -2.7507], [-0.0126, -4.2449, -2.1204], [-1.8135, -2.7330, -2.2708], [-2.4028, -1.8011, -3.0486], [-1.8462, -1.4312, -4.4182], [-2.4688, -0.5919, -5.0387], [-3.4773, -1.1408, -2.7078], [1.0207, -3.6815, -4.4410], [-0.2571, -1.8224, -5.8530], [-2.2084, -3.0113, -1.3029], [-3.7025, -0.5106, -3.4281], [1.2076, -4.3053, -3.7154], [-2.0822, 3.4694, 4.4439], [-1.0982, 4.3730, 4.5876], [0.2457, 4.0173, 5.1973], [1.0668, 4.9106, 5.2601], [0.4707, 2.6638, 5.6663], [-0.5187, 1.7746, 5.5283], [-1.8506, 2.1203, 4.8921], [-2.6462, 1.1990, 4.7965], [-0.4542, 0.5034, 5.9158], [-1.1960, 5.6332, 4.2131], [-3.0404, 3.7118, 4.0066], [1.4221, 2.4297, 6.1231], [-1.3400, 0.1353, 5.7058], [-0.3421, 6.0619, 4.4241], [-3.2997, 3.3468, -3.5760], [-2.8487, 4.5650, -3.2302], [-3.0159, 5.1261, -1.8283], [-2.5460, 6.2297, -1.6303], [-3.7048, 4.3301, -0.8358], [-4.1589, 3.1186, -1.1859], [-3.9692, 2.5541, -2.5801], [-4.4073, 1.4272, -2.7639], [-4.7992, 2.3003, -0.3657], [-2.2222, 5.3798, -4.0539], [-3.1821, 2.9386, -4.5701], [-3.8333, 4.7413, 0.1553], [-5.0138, 1.5028, -0.8901], [-2.0110, 6.1866, -3.5408], [-3.0267, -2.8184, -8.0427], [-3.9225, -2.8021, -9.0443], [-3.9559, -3.8688, -10.1258], [-4.8254, -3.7498, -10.9678], [-2.9750, -4.9296, -10.0883], [-2.0803, -4.9421, -9.0898], [-2.0634, -3.8886, -7.9988], [-1.2094, -4.0218, -7.1340], [-1.1376, -5.8603, -8.9522], [-4.8502, -1.8772, -9.1894], [-3.0009, -2.0562, -7.2751], [-2.9948, -5.6784, -10.8671], [-0.6399, -5.6204, -8.1455], [-5.3547, -2.1197, -9.9937], [4.0720, 7.9947, 6.5182], [3.0831, 7.1900, 6.9348], [3.3466, 5.8942, 7.6810], [2.3659, 5.2572, 8.0251], [4.7126, 5.5018, 7.9341], [5.7025, 6.3049, 7.5147], [5.4383, 7.6102, 6.7860], [6.4206, 8.2545, 6.4666], [6.9869, 6.0513, 7.6896], [1.7975, 7.4327, 6.7436], [3.8915, 8.9194, 5.9888], [4.8944, 4.5749, 8.4592], [7.4683, 6.8075, 7.2949], [1.3269, 6.6709, 7.1396]]}



No. 2
{"formula": "C2H13N2O2", "method": "ωB97M-V/def2-TZVPD", "homo_energy_ev": -13.93, "total_charge": 1, "multiplicity": 1, "e_lumo_ev": -2.94, "symbols": ["C", "N", "C", "N", "H", "H", "H", "H", "H", "H", "H", "H", "H", "H", "H", "O", "H", "H", "O"], "coordinates": [[0.8385, 0.3967, -1.0544], [0.9508, 1.3651, 0.0683], [0.5315, -1.0691, -0.6728], [-0.4192, -0.8863, 0.4653], [1.6937, 0.4878, -1.7457], [-0.0925, 0.7240, -1.6158], [1.9125, 1.2809, 0.3977], [1.0431, 2.3519, -0.2083], [1.3909, -1.6109, -0.3275], [0.0309, -1.5487, -1.4820], [-1.0610, -0.2344, 0.0251], [-1.0318, -1.7028, 0.7234], [-0.1393, -0.3490, 1.2949], [-2.9632, 0.1771, -2.4365], [-2.1518, -1.0834, -2.5060], [-2.3337, -0.3415, -1.9159], [0.3436, 1.2318, 2.9976], [0.8493, 0.0649, 3.7780], [0.8540, 0.4194, 2.8781]]}



No. 3
{"formula": "C17H30AuN3O3PSSi2", "method": "ωB97M-V/def2-TZVPD", "homo_energy_ev": [-8.16, -10.99], "total_charge": 1, "multiplicity": 3, "e_lumo_ev": [-2.58, -5.03], "symbols": ["Au", "C", "Si", "C", "C", "C", "C", "C", "C", "C", "Si", "C", "C", "H", "H", "H", "H", "H", "H", "H", "H", "H", "H", "H", "H", "H", "H", "H", "H", "O", "N", "C", "C", "C", "C", "C", "S", "H", "H", "H", "H", "N", "C", "P", "O", "O", "C", "N", "H", "H", "H", "H", "H", "H", "H", "H", "H", "H"], "coordinates": [[0.7658, 0.5618, 0.6914], [-0.8750, -2.3081, -0.0302], [0.9006, -1.7372, 0.0327], [1.7034, -1.9861, -1.6456], [1.9600, -2.4413, 1.3953], [3.0249, -3.3031, 1.1066], [3.7805, -3.8603, 2.1239], [3.4904, -3.5488, 3.4461], [2.4555, -2.6753, 3.7431], [1.6752, -2.1078, 2.7335], [0.3660, -0.8207, 3.1860], [-1.1861, -1.6306, 3.8723], [1.1032, 0.3699, 4.4348], [-0.9244, -3.3019, -0.4850], [-1.4615, -1.6013, -0.6204], [-1.3254, -2.3660, 0.9590], [1.7225, -3.0507, -1.8939], [2.7264, -1.6108, -1.6804], [1.1335, -1.4722, -2.4206], [3.2575, -3.5520, 0.0782], [4.5949, -4.5334, 1.8898], [4.0805, -3.9802, 4.2445], [2.2666, -2.4321, 4.7825], [-0.9377, -2.1760, 4.7880], [-1.6220, -2.3464, 3.1755], [-1.9441, -0.8868, 4.1215], [1.4178, -0.1514, 5.3422], [0.3753, 1.1293, 4.7240], [1.9769, 0.8767, 4.0205], [0.3029, 3.7655, -0.3290], [-1.0108, 3.5074, -0.1094], [-1.8926, 3.9747, -1.0131], [-3.2326, 3.7743, -0.8391], [-3.6533, 3.0965, 0.3027], [-2.7309, 2.6331, 1.2075], [-1.3558, 2.8173, 1.0040], [-0.1838, 2.2334, 2.1300], [-1.4585, 4.5062, -1.8441], [-3.9251, 4.1520, -1.5752], [-4.7080, 2.9327, 0.4793], [-3.0275, 2.0960, 2.0956], [1.1536, 2.8590, -2.6751], [1.0032, 1.4296, -3.0023], [-0.7694, 1.0481, -2.8119], [-1.5392, 2.0471, -3.6601], [-1.0886, 0.8333, -1.3756], [-1.1089, -0.5064, -3.8040], [-2.2919, -0.1166, -4.6443], [0.6858, 3.4095, -3.3900], [2.1333, 3.1266, -2.6847], [0.5584, 3.3479, -1.2376], [1.5632, 0.8349, -2.2792], [1.3563, 1.1811, -4.0079], [-1.3516, -1.3670, -3.1868], [-0.2846, -0.7567, -4.4692], [-2.2341, -0.4493, -5.6026], [-2.2416, 0.9709, -4.5510], [-3.1692, -0.4383, -4.2421]]}



Calculated total energy (computed, eV): -162264.772, -9353.809, -68294.725